This record from the OMol25 dataset describes a structure of composition C8H32N17NiO11 in a non-equilibrium geometry. The level of theory is the ωB97M-V functional and the def2-TZVPD basis.

Each line ends with the Löwdin charge.
Atoms and positions in Å:
Ni -1.71999 -0.38585 -2.69087  1.020
N 0.02648 1.04773 -0.36164  -0.542
O -0.77069 1.54767 0.41419  -0.020
O -0.48623 0.53752 -1.35137  -0.063
O 1.18459 0.91822 -0.05936  0.045
C 0.43816 -2.66105 -3.42309  -0.681
O -0.20326 -1.69425 -2.98933  -0.008
N 0.08699 -3.43779 -4.36493  0.188
N 1.69799 -2.62049 -3.55290  0.220
H -0.88105 -3.72031 -4.42134  0.132
H 0.68648 -4.16216 -4.73369  0.143
H 2.27614 -1.87553 -3.19114  0.106
H 2.14500 -3.52382 -3.61835  0.148
C -3.31191 -2.16743 -0.48786  -0.761
O -2.70562 -1.37553 -1.16727  0.009
N -2.99774 -2.64002 0.63703  0.238
N -4.47233 -2.57434 -0.88011  0.196
H -2.16915 -2.17671 0.98181  0.111
H -3.36859 -3.51980 0.96652  0.151
H -4.91204 -2.08133 -1.64410  0.125
H -4.98285 -3.15221 -0.22778  0.132
C 1.36350 -2.79672 0.66312  -0.831
O 1.47886 -3.86163 0.11717  0.032
N 0.50158 -2.49241 1.60314  0.159
N 2.17961 -1.85056 0.51474  0.212
H -0.15512 -3.20995 1.87513  0.108
H 0.71386 -1.72555 2.22519  0.051
H 2.81734 -1.72707 -0.25866  0.089
H 1.86954 -1.08977 1.10225  0.079
C 0.89127 0.79258 3.57488  -0.814
O 1.31951 -0.25947 3.20318  0.075
N 0.73054 1.82455 2.89675  0.165
N 0.64909 1.21444 4.75910  0.175
H 0.29159 2.55796 3.43484  0.125
H 0.55710 1.91876 1.90622  0.072
H 0.70208 0.68579 5.61806  0.136
H 0.28455 2.14305 4.91688  0.120
C -3.79666 1.58233 -1.48988  -0.696
O -3.14372 1.03774 -2.28091  0.039
N -4.97299 1.19254 -0.97739  0.204
N -3.47476 2.81401 -1.02221  0.188
H -5.00036 1.50683 -0.01792  0.078
H -5.38211 0.31960 -1.27855  0.115
H -4.03171 3.23533 -0.29256  0.108
H -2.60191 3.28514 -1.21269  0.127
C 4.26240 3.15369 1.18090  -0.847
O 4.86070 2.14707 1.30506  0.076
N 4.82504 4.27728 0.92540  0.170
N 2.94105 3.11857 1.11010  0.164
H 5.83227 4.20418 0.90926  0.133
H 4.18695 4.86793 0.41152  0.112
H 2.66885 4.08171 1.24566  0.099
H 2.37741 2.28724 1.21639  0.063
C 4.32517 -0.64977 -2.34205  -0.810
O 4.71624 -1.34544 -1.41787  0.045
N 4.75682 -0.76109 -3.56771  0.173
N 3.32329 0.14307 -2.16740  0.182
H 4.56407 0.08048 -4.09182  0.110
H 5.64671 -1.23107 -3.65334  0.129
H 3.17881 0.85046 -2.87367  0.118
H 2.79285 0.16488 -1.30818  0.080
C -3.37814 0.82569 2.84713  -0.733
O -4.08829 0.32087 3.73251  0.014
N -2.23941 0.25599 2.61963  0.175
N -3.76570 1.71736 1.94842  0.165
H -2.03481 -0.55734 3.18243  0.125
H -1.40745 0.68594 2.24136  0.065
H -2.98750 1.93987 1.34426  0.073
H -4.70840 2.04234 1.78781  0.112

Computed properties:
Multiplicity: 3
Frontier orbital gap (spin up / spin down): 0.266 / 0.211 hartree
DFT total energy: -3590.577306 hartree
M: 601.1 g mol⁻¹
Total charge: +1
⟨S²⟩: 2.00


This record from the OMol25 dataset describes a cluster of 8 separate species, C8H32O12 in total in a non-equilibrium geometry. The level of theory is the ωB97M-V functional and the def2-TZVPD basis.

Each line ends with the Löwdin charge.
Atoms and positions in Å:
O 1.73001 -2.97548 1.57689  -0.005
H 1.60711 -3.91777 1.53616  0.068
H 0.97463 -2.56389 1.23100  -0.017
O -2.78341 0.55752 1.11330  -0.061
H -2.47530 0.12869 1.92202  0.035
H -2.00735 0.63148 0.53247  -0.018
O 3.80420 -1.35654 1.25179  -0.066
H 2.97790 -1.84699 1.26497  -0.043
H 3.65944 -0.42024 1.13850  0.012
O -1.22219 1.51440 -1.24646  -0.059
H -0.64847 0.92172 -1.78210  0.010
H -1.92705 1.72629 -1.88466  0.073
C -0.40536 -1.47601 -0.71001  -0.206
C 0.87767 -0.75423 -1.17599  -0.179
O 0.82338 0.00273 -2.42686  -0.082
O -0.51173 -1.44353 0.69145  -0.070
H -0.56743 -2.48853 -1.13812  0.146
H -1.18567 -0.88807 -1.13552  0.075
H 1.68654 -1.47552 -1.28811  0.123
H 1.31002 -0.13758 -0.39146  0.110
H 1.73334 0.27043 -2.53803  0.039
H -0.18841 -0.64647 1.03842  0.019
C 1.05204 0.64602 3.85151  -0.225
C 0.51010 1.73557 2.98081  -0.202
O 0.06923 1.16756 1.74752  -0.078
O 1.79991 1.20243 4.91511  -0.051
H 1.69158 -0.05568 3.16698  0.158
H 0.23368 0.13788 4.35922  0.124
H 1.13399 2.50509 2.58038  0.129
H -0.32144 2.17326 3.42601  0.105
H 0.28135 1.73569 1.05956  0.045
H 1.27537 1.87051 5.33596  0.075
C -3.65596 -3.30181 0.24369  -0.209
C -4.25564 -2.01947 -0.33070  -0.282
O -4.99845 -2.18485 -1.49519  -0.054
O -2.97631 -3.15477 1.50817  -0.072
H -2.90163 -3.56652 -0.51907  0.111
H -4.49096 -4.03727 0.25782  0.132
H -3.38670 -1.39516 -0.62334  0.098
H -4.92724 -1.43071 0.24267  0.111
H -5.01951 -1.37895 -1.97624  0.069
H -2.40184 -2.37641 1.51899  0.049
C 1.72333 2.98271 -2.73876  -0.265
C 3.03146 2.59601 -3.39995  -0.237
O 3.35210 1.23752 -3.20138  -0.070
O 1.56320 4.40788 -2.64405  -0.094
H 1.73549 2.58018 -1.75302  0.097
H 0.77393 2.72480 -3.30043  0.137
H 3.82016 3.15896 -2.80749  0.142
H 3.12245 2.93909 -4.47066  0.140
H 4.30676 1.21617 -3.11885  0.099
H 0.59767 4.52186 -2.39493  0.115

Computed properties:
Frontier orbital gap: 0.366 hartree
DFT total energy: -1226.742674 hartree
M: 320.3 g mol⁻¹
Total charge: 0
SMILES string: OCCO.OCCO.OCCO.OCCO.O.O.O.O


The lowest total charge belongs to which entry? C8H32O12